Entry 1:
Formula: H6O3
Source: the OMol25 dataset
Level of theory: ωB97M-V/def2-TZVPD

Element x y z (Å)
O1 11.427 38.775 24.022
H1 11.053 38.273 23.358
H2 10.820 39.541 23.659
O2 14.137 38.547 24.657
H3 13.464 38.646 24.013
H4 14.298 39.335 25.289
O3 10.089 41.083 22.852
H5 10.730 41.422 23.401
H6 10.448 41.066 21.930

Summary:
- Frontier orbital gap: 11.07 eV
- SMILES: O.O.O
- Calculated total energy: -229.2815 Ha
- Spin multiplicity: 1
- ΔE to the lowest compared entry with this formula, charge and spin: 1.187 eV
- LUMO: 0.39 eV

Entry 2:
Formula: H6O3
Source: the OMol25 dataset
Level of theory: ωB97M-V/def2-TZVPD

Element x y z (Å)
O1 -0.528 -1.132 0.209
H1 -0.201 -1.950 -0.177
H2 -0.527 -0.483 -0.524
O2 0.141 0.691 2.237
H3 0.732 0.320 2.899
H4 -0.072 -0.057 1.635
O3 -0.151 0.818 -1.851
H5 -0.146 0.712 -2.809
H6 0.750 1.081 -1.618

Summary:
- Frontier orbital gap: 11.08 eV
- SMILES: O.O.O
- Calculated total energy: -229.3167 Ha
- Spin multiplicity: 1
- ΔE to the lowest compared entry with this formula, charge and spin: 0.229 eV
- LUMO: 0.49 eV

Entry 3:
Formula: H6O3
Source: the OMol25 dataset
Level of theory: ωB97M-V/def2-TZVPD

Element x y z (Å)
O1 -1.238 -0.326 2.946
H1 -1.194 -1.223 3.278
H2 -0.764 -0.354 2.115
O2 1.479 -0.519 -0.197
H3 1.905 -1.202 -0.714
H4 2.196 0.045 0.092
O3 -0.635 1.383 -2.808
H5 -0.184 0.891 -2.123
H6 -1.564 1.305 -2.589

Summary:
- Frontier orbital gap: 11.89 eV
- SMILES: O.O.O
- Calculated total energy: -229.3066 Ha
- Spin multiplicity: 1
- ΔE to the lowest compared entry with this formula, charge and spin: 0.502 eV
- LUMO: 0.48 eV

Entry 4:
Formula: H6OSi2
Source: the OMol25 dataset
Level of theory: ωB97M-V/def2-TZVPD

Element x y z (Å)
O1 0.228 0.854 0.983
Si1 1.176 -0.146 0.164
Si2 -2.318 -0.048 0.215
H1 0.296 1.088 1.845
H2 2.547 0.668 0.296
H3 0.982 -1.550 0.314
H4 0.543 -0.042 -1.300
H5 -2.562 -0.038 1.712
H6 -1.979 -1.467 -0.127

Summary:
- Frontier orbital gap: 7.51 eV
- Calculated total energy: -657.7060 Ha
- Spin multiplicity: 1
- ΔE to the lowest compared entry with this formula, charge and spin: 3.798 eV
- LUMO: -0.47 eV

Entry 5:
Formula: H6OSi2
Source: the OMol25 dataset
Level of theory: ωB97M-V/def2-TZVPD

Element x y z (Å)
O1 1.655 -0.768 0.044
Si1 2.775 0.278 0.288
H1 3.509 0.787 -0.888
H2 3.446 0.692 1.589
Si2 -2.202 -0.223 -0.190
H3 -1.839 0.598 1.010
H4 -3.728 -0.490 -0.182
H5 -1.345 -1.427 -0.202
H6 -2.269 0.552 -1.468

Summary:
- Frontier orbital gap: 10.02 eV
- SMILES: O=[SiH2].[SiH4]
- Calculated total energy: -657.7376 Ha
- Spin multiplicity: 1
- ΔE to the lowest compared entry with this formula, charge and spin: 2.936 eV
- LUMO: -0.71 eV

Entry 6:
Formula: H6P4S
Source: the OMol25 dataset
Level of theory: ωB97M-V/def2-TZVPD

Element x y z (Å)
P1 0.829 -1.786 -1.924
P2 0.076 0.010 -1.787
P3 -1.769 0.938 -1.654
H1 0.634 0.831 -2.769
H2 -2.171 -0.197 -0.840
H3 -1.581 1.902 -0.744
P4 1.433 -0.280 1.134
S1 1.237 -0.306 3.290
H4 2.649 0.314 1.203
H5 2.159 -1.477 1.009
H6 0.282 0.605 3.239

Summary:
- Frontier orbital gap: 6.64 eV
- SMILES: P#[PH]P.PS
- Calculated total energy: -1767.0551 Ha
- Spin multiplicity: 1
- ΔE to the lowest compared entry with this formula, charge and spin: 2.203 eV
- LUMO: -1.19 eV

Entry 7:
Formula: H7N5
Source: the OMol25 dataset
Level of theory: ωB97M-V/def2-TZVPD

Element x y z (Å)
H1 1.710 -1.333 0.184
N1 0.750 -1.393 0.592
N2 0.390 -0.422 1.237
N3 1.185 0.604 1.451
H2 2.080 0.689 0.963
H3 0.766 1.429 1.842
N4 -1.274 -0.576 -1.368
N5 -0.963 0.716 -0.755
H4 -2.021 -0.974 -0.803
H5 -0.459 -1.168 -1.172
H6 -1.829 1.247 -0.753
H7 -0.335 1.180 -1.418

Summary:
- Frontier orbital gap: 8.98 eV
- SMILES: [H]/N=N\N.NN
- Calculated total energy: -277.8547 Ha
- Spin multiplicity: 1
- ΔE to the lowest compared entry with this formula, charge and spin: 0.000 eV
- LUMO: 1.03 eV

Entry 8:
Formula: H7N5S2
Source: the OMol25 dataset
Level of theory: ωB97M-V/def2-TZVPD

Element x y z (Å)
N1 4.280 -0.928 -0.404
N2 -1.435 0.054 -1.477
N3 4.108 1.479 -0.029
N4 -2.034 -0.986 0.570
N5 -0.936 1.334 0.747
S1 3.431 0.156 0.214
S2 -2.074 0.669 -0.088
H1 3.869 -1.848 -0.086
H2 -1.798 0.281 -2.322
H3 4.975 1.383 -0.562
H4 -1.231 -0.946 -1.427
H5 -2.941 -1.228 0.707
H6 -1.568 -0.984 1.445
H7 -1.153 2.268 0.899

Summary:
- Frontier orbital gap: 9.35 eV
- Calculated total energy: -1074.2101 Ha
- Spin multiplicity: 1
- ΔE to the lowest compared entry with this formula, charge and spin: 0.541 eV
- LUMO: 0.24 eV

Entry 9:
Formula: H7O3S
Source: the OMol25 dataset
Level of theory: ωB97M-V/def2-TZVPD

Element x y z (Å)
S1 2.601 1.103 -0.142
H1 2.063 1.748 -1.123
H2 -2.243 -2.100 1.903
H3 -2.771 -2.439 0.663
O1 -3.034 -2.573 1.587
H4 0.212 -0.470 2.080
H5 -0.128 -0.183 0.663
O2 -0.599 -0.545 1.481
H6 -0.104 1.121 -2.983
H7 -1.125 0.738 -1.754
O3 -1.057 1.110 -2.715

Summary:
- Frontier orbital gap: 6.68 eV
- Calculated total energy: -628.1358 Ha
- Total charge: -1
- Spin multiplicity: 1
- ΔE to the lowest compared entry with this formula, charge and spin: 1.181 eV
- LUMO: 3.50 eV

Entry 10:
Formula: H7O4
Source: the OMol25 dataset
Level of theory: ωB97M-V/def2-TZVPD

Element x y z (Å)
O1 0.342 -0.357 0.054
H1 0.387 -0.193 -0.941
O2 -1.916 -1.628 0.022
H2 -1.035 -1.218 -0.042
H3 -2.317 -1.386 -0.872
O3 -0.908 2.252 -1.493
H4 -1.420 1.486 -1.199
H5 -0.056 2.133 -0.915
O4 2.495 -0.230 1.638
H6 1.931 0.116 0.887
H7 2.408 -1.241 1.307

Summary:
- Frontier orbital gap (alpha / beta): 11.49 / 7.40 eV
- Calculated total energy: -305.0182 Ha
- Spin multiplicity: 2
- ΔE to the lowest compared entry with this formula, charge and spin: 0.705 eV
- LUMO (alpha / beta): -0.12 / -4.15 eV

Entry 11:
Formula: H80O40
Source: the OMol25 dataset
Level of theory: ωB97M-V/def2-TZVPD

Element x y z (Å)
H1 -0.858 -4.073 4.294
H2 -1.518 -4.930 3.069
O1 -1.567 -4.289 3.728
H3 -1.832 -0.251 -1.677
H4 -3.258 -0.676 -1.492
O2 -2.536 -0.683 -2.164
H5 -1.889 3.664 -2.313
H6 -0.966 3.579 -1.005
O3 -1.470 4.116 -1.591
H7 -5.362 -0.472 1.600
H8 -4.771 -1.919 1.531
O4 -4.804 -1.132 2.091
H9 -0.749 -2.629 -2.179
H10 -1.497 -3.296 -1.093
O5 -1.004 -3.572 -1.932
H11 2.381 -3.084 -4.773
O6 2.674 -3.606 -4.014
H12 1.931 5.139 3.234
O7 1.378 4.543 2.789
H13 0.328 -4.672 -0.650
H14 1.865 -4.500 -0.482
O8 1.006 -4.296 -0.107
H15 5.975 -0.414 0.103
H16 4.498 -0.194 -0.239
O9 5.083 -0.506 0.511
H17 0.870 2.317 -1.233
H18 0.912 3.659 -0.416
O10 0.592 2.755 -0.427
H19 2.534 -1.303 1.362
H20 3.962 -1.849 1.149
O11 3.123 -2.175 1.418
H21 2.972 4.343 -1.601
O12 3.334 4.913 -2.280
H22 1.470 -1.124 -3.486
H23 1.725 -0.704 -4.907
O13 2.188 -0.865 -4.090
H24 -3.375 -2.295 -1.891
H25 -4.632 -2.401 -0.924
O14 -3.782 -2.693 -1.109
H26 -0.949 0.276 0.476
H27 -0.561 1.414 -0.292
O15 -1.267 0.738 -0.376
H28 4.378 2.070 -1.704
H29 3.623 1.069 -2.805
O16 3.688 1.510 -1.956
H30 2.732 0.322 1.848
H31 2.289 0.063 3.370
O17 3.073 0.388 2.810
H32 5.881 1.036 3.091
H33 4.512 0.666 3.833
O18 5.450 0.794 3.896
H34 2.203 1.531 -0.077
O19 1.843 0.632 0.082
H35 -2.097 -1.938 5.584
H36 -1.991 -2.415 4.189
O20 -1.902 -1.587 4.723
H37 0.665 -2.452 1.549
O21 -0.242 -2.266 1.181
H38 -0.358 0.795 -4.843
H39 -0.095 1.124 -6.291
O22 0.366 1.181 -5.474
H40 1.178 -1.590 -1.016
H41 0.277 -0.549 -1.518
O23 0.994 -1.093 -1.855
H42 0.395 1.934 2.764
H43 0.781 0.901 1.826
O24 0.192 1.031 2.568
H44 -4.929 3.335 -0.905
H45 -3.517 3.872 -1.309
O25 -4.467 4.009 -1.372
H46 0.688 1.373 -3.371
H47 -0.335 2.072 -2.466
O26 0.261 1.278 -2.500
H48 -2.984 0.827 -0.150
H49 -3.844 1.475 0.906
O27 -3.965 1.183 0.019
H50 4.236 -2.883 -3.811
H51 4.104 -1.782 -2.843
O28 4.804 -2.295 -3.251
H52 3.601 4.455 1.296
H53 3.897 5.710 0.149
O29 3.824 4.794 0.439
H54 -1.696 -1.209 -3.254
H55 -1.907 -0.852 -4.765
O30 -1.202 -1.232 -4.213
H56 -1.184 3.860 5.500
H57 0.389 3.393 5.505
O31 -0.235 4.115 5.238
H58 -3.372 -5.695 0.347
O32 -2.991 -5.277 -0.395
H59 -0.746 1.641 5.691
H60 -1.162 0.107 5.405
O33 -1.354 1.040 5.290
H61 1.915 0.429 -0.896
H62 2.104 -3.429 -3.236
H63 -0.835 -3.008 1.010
H64 0.639 4.420 3.374
H65 3.646 4.346 -2.953
H66 -3.399 -4.285 -0.513
O34 1.727 -5.086 2.895
H67 1.311 -5.404 2.044
H68 2.421 -4.379 2.824
O35 -2.610 -3.282 1.659
H69 -3.481 -2.986 1.618
H70 -1.860 -3.044 2.131
O36 1.852 -1.711 4.216
H71 1.104 -1.372 4.765
H72 2.453 -2.013 4.931
O37 0.732 4.706 -3.009
H73 1.437 5.329 -3.093
H74 0.457 4.320 -3.828
O38 -5.429 -0.916 -2.691
H75 -5.154 -0.634 -3.563
H76 -6.173 -0.364 -2.421
O39 -2.653 1.732 -3.984
H77 -3.549 2.035 -4.224
H78 -2.809 1.114 -3.260
O40 -3.472 2.106 3.169
H79 -3.177 1.350 3.667
H80 -3.102 2.695 3.800

Summary:
- Frontier orbital gap (alpha / beta): 1.64 / 9.97 eV
- Calculated total energy: -3057.4096 Ha
- Total charge: -1
- Spin multiplicity: 2
- ΔE to the lowest compared entry with this formula, charge and spin: 3.890 eV
- LUMO (alpha / beta): 1.46 / 1.62 eV

Entry 12:
Formula: H80O40
Source: the OMol25 dataset
Level of theory: ωB97M-V/def2-TZVPD

Element x y z (Å)
H1 1.516 2.888 0.853
H2 0.654 1.839 1.847
O1 0.860 2.290 1.010
H3 -4.354 4.688 1.521
H4 -3.329 4.442 2.685
O2 -3.742 5.130 2.085
H5 3.589 0.462 -2.929
H6 5.063 0.166 -3.331
O3 4.307 0.716 -3.543
H7 -3.400 2.414 3.720
H8 -2.830 1.464 4.742
O4 -2.731 1.701 3.791
H9 2.321 -4.497 -2.701
H10 2.587 -3.460 -1.472
O5 2.319 -3.606 -2.383
H11 0.959 0.394 5.022
O6 0.431 0.222 5.792
H12 -1.532 -4.717 -3.759
O7 -1.580 -5.105 -2.889
H13 -2.593 1.199 -5.705
H14 -2.357 -0.184 -5.260
O8 -2.769 0.312 -5.993
H15 2.532 -0.576 2.777
H16 1.479 -1.519 2.197
O9 1.975 -1.340 2.988
H17 -3.177 0.082 -1.485
H18 -3.285 -1.210 -0.694
O10 -3.055 -0.879 -1.557
H19 -0.753 4.180 -0.130
H20 0.097 5.325 -0.866
O11 -0.304 5.088 -0.021
H21 2.772 3.654 -4.853
O12 1.924 3.332 -5.104
H22 1.600 -5.142 -4.322
H23 0.310 -5.481 -3.524
O13 1.243 -5.708 -3.641
H24 3.142 -4.195 2.630
H25 2.935 -4.510 1.207
O14 3.660 -4.374 1.827
H26 -2.557 2.357 -1.357
H27 -3.971 2.286 -2.237
O15 -3.161 1.855 -1.947
H28 -0.755 -4.317 -0.977
H29 0.429 -3.480 -0.284
O16 -0.038 -4.301 -0.330
H30 -1.902 -5.847 3.224
H31 -0.801 -5.075 2.418
O17 -1.781 -5.196 2.517
H32 0.965 2.584 3.809
H33 1.049 3.810 4.722
O18 1.606 3.224 4.172
H34 3.293 4.832 -2.612
O19 3.107 4.195 -1.919
H35 -0.225 4.011 -3.671
H36 -1.308 3.803 -2.533
O20 -0.507 4.236 -2.796
H37 0.525 -2.208 4.896
O21 -0.005 -2.908 5.330
H38 -4.060 0.210 -3.384
H39 -4.553 -0.726 -4.434
O22 -4.741 0.115 -4.005
H40 -0.351 -0.669 -1.004
H41 -0.452 -1.457 -2.283
O23 0.126 -1.305 -1.526
H42 -0.341 3.966 2.646
H43 -1.261 4.933 1.927
O24 -0.951 4.704 2.807
H44 -2.405 -0.071 2.755
H45 -3.582 0.047 1.619
O25 -2.661 0.160 1.854
H46 -0.405 0.455 3.636
H47 0.537 0.088 2.669
O26 0.389 0.884 3.219
H48 -1.618 1.876 0.235
H49 -0.289 2.687 0.006
O27 -1.221 2.534 -0.358
H50 5.638 1.007 -0.305
H51 5.481 1.107 1.221
O28 5.267 1.561 0.409
H52 1.140 1.872 -1.420
H53 1.448 0.648 -2.388
O29 1.394 0.937 -1.453
H54 4.471 2.071 2.324
H55 4.669 2.621 3.697
O30 4.077 2.028 3.217
H56 3.353 0.728 -0.218
H57 2.614 -0.433 -0.353
O31 3.498 -0.215 -0.008
H58 -2.974 4.967 0.026
O32 -3.512 4.852 -0.759
H59 1.951 -1.331 -3.548
H60 1.275 -0.516 -4.485
O33 1.018 -1.160 -3.795
H61 3.521 4.559 -1.136
H62 1.022 -0.148 6.444
H63 -0.183 -3.553 4.653
H64 -2.334 -4.782 -2.369
H65 1.615 2.660 -4.494
H66 -3.535 5.513 -1.454
O34 -1.811 1.926 -4.199
H67 -1.567 2.181 -3.307
H68 -2.637 1.472 -4.004
O35 -3.470 -2.726 1.586
H69 -3.576 -1.794 1.682
H70 -3.155 -3.080 2.430
O36 -2.516 -2.217 4.496
H71 -3.117 -2.117 5.259
H72 -1.714 -1.942 4.909
O37 0.713 -5.250 2.238
H73 0.456 -5.449 1.309
H74 0.725 -4.272 2.024
O38 -3.024 -2.864 -3.887
H75 -3.220 -2.303 -3.131
H76 -2.252 -2.367 -4.228
O39 6.060 -1.335 1.461
H77 5.990 -2.271 1.369
H78 5.670 -0.898 2.199
O40 -0.334 -1.831 1.044
H79 -0.098 -2.089 0.145
H80 -1.276 -1.968 1.190

Summary:
- Frontier orbital gap (alpha / beta): 2.08 / 10.20 eV
- Calculated total energy: -3057.4649 Ha
- Total charge: -1
- Spin multiplicity: 2
- ΔE to the lowest compared entry with this formula, charge and spin: 2.386 eV
- LUMO (alpha / beta): 1.55 / 1.51 eV